Computed, not measured: 5 unconnected molecules or ions with the total composition C29H51B2ClF2N2O10P at a distorted geometry, with wB97M-V/def2-TZVPD.

Atoms and positions in Å:
C  -1.988  -5.774  7.137
C  -1.487  -5.453  5.698
Cl  -2.729  -4.502  4.804
C  -0.066  -4.772  5.693
C  0.010  -3.535  4.831
C  0.075  -3.683  3.448
C  0.068  -5.061  2.802
C  1.464  -5.697  2.777
O  2.300  -5.439  1.966
F  1.758  -6.642  3.718
C  0.152  -2.571  2.620
C  0.182  -2.673  1.115
O  -0.615  -2.028  0.494
O  1.123  -3.461  0.480
F  0.569  -3.844  -0.742
C  0.178  -1.289  3.202
P  0.287  0.321  2.299
C  1.332  0.179  0.774
C  -1.425  0.947  1.936
C  0.100  -1.195  4.556
B  0.083  0.278  5.242
O  -1.096  0.966  5.112
O  1.135  0.780  5.929
N  0.008  -2.304  5.322
B  -0.082  -2.070  6.820
N  -1.300  -1.719  7.513
O  1.071  -2.157  7.538
H  -2.185  -6.845  7.228
H  -1.245  -5.510  7.896
H  -2.896  -5.193  7.311
H  -1.412  -6.413  5.181
H  0.311  -4.638  6.710
H  0.598  -5.505  5.223
H  -0.611  -5.748  3.315
H  -0.262  -5.029  1.762
H  1.912  -0.746  0.705
H  2.046  1.007  0.784
H  0.685  0.328  -0.097
H  -1.550  1.911  2.429
H  -1.504  1.092  0.852
H  -2.147  0.193  2.258
H  -0.925  1.825  4.704
H  1.957  0.319  5.719
H  -1.226  -0.721  7.730
H  -2.077  -1.761  6.850
H  0.906  -2.549  8.404
C  -0.901  4.630  -2.425
C  -1.564  3.274  -2.233
C  -0.397  2.425  -1.762
O  0.491  3.293  -1.049
C  0.102  4.655  -1.282
H  -1.597  5.467  -2.397
H  -0.376  4.652  -3.384
H  -2.323  3.339  -1.448
H  -2.040  2.885  -3.131
H  0.154  2.002  -2.609
H  -0.708  1.608  -1.107
H  -0.353  5.039  -0.362
H  0.986  5.252  -1.507
C  -6.091  4.445  -5.044
C  -6.755  3.090  -4.848
C  -5.588  2.236  -4.377
O  -4.700  3.109  -3.667
C  -5.088  4.468  -3.902
H  -6.785  5.283  -5.016
H  -5.567  4.467  -6.003
H  -7.511  3.157  -4.062
H  -7.231  2.699  -5.746
H  -5.039  1.811  -5.224
H  -5.899  1.422  -3.721
H  -5.542  4.855  -2.983
H  -4.203  5.065  -4.130
C  2.363  4.233  -7.102
C  2.727  2.813  -6.693
C  1.888  2.627  -5.438
O  0.711  3.426  -5.607
C  0.890  4.297  -6.731
H  2.545  4.448  -8.154
H  2.932  4.949  -6.504
H  2.406  2.110  -7.466
H  3.791  2.664  -6.518
H  2.418  2.986  -4.549
H  1.601  1.587  -5.274
H  0.259  3.929  -7.547
H  0.565  5.304  -6.468
C  5.728  -2.259  -2.419
C  4.758  -2.751  -1.354
C  4.888  -1.668  -0.294
O  5.197  -0.454  -0.979
C  5.539  -0.751  -2.339
H  5.531  -2.659  -3.412
H  6.751  -2.523  -2.141
H  3.740  -2.764  -1.754
H  4.986  -3.747  -0.975
H  5.710  -1.885  0.397
H  3.972  -1.536  0.286
H  4.712  -0.420  -2.976
H  6.435  -0.197  -2.618

2S+1: 1
E in Eh: -3048.2966
Charge: +1
LUMO energy in eV: -4.46
HOMO level in eV: -10.82
Orbital gap in eV: 6.4